Entry 1:
{
  "formula": "C39H53N7O2P2SV",
  "method": "wB97M-V/def2-TZVPD",
  "species": ["V", "C", "C", "C", "P", "C", "C", "C", "C", "C", "C", "C", "C", "C", "N", "C", "C", "C", "C", "C", "C", "P", "C", "C", "C", "C", "C", "C", "H", "H", "H", "H", "H", "H", "H", "H", "H", "H", "H", "H", "H", "H", "H", "H", "H", "H", "H", "H", "H", "H", "H", "H", "H", "H", "H", "H", "H", "H", "H", "H", "H", "H", "H", "H", "N", "C", "C", "C", "C", "C", "C", "S", "O", "O", "N", "C", "N", "C", "C", "C", "N", "H", "H", "H", "H", "H", "H", "H", "H", "H", "C", "C", "C", "C", "N", "N", "C", "H", "H", "H", "H", "H", "H", "H", "H"],
  "positions_angstrom": [[0.323, -0.288, -0.163], [4.032, -0.760, -3.777], [2.821, -0.994, -2.872], [2.934, -2.380, -2.225], [2.378, 0.218, -1.520], [2.679, 1.916, -2.255], [1.943, 2.033, -3.601], [4.110, 2.437, -2.368], [3.630, -0.035, -0.241], [5.004, 0.004, -0.486], [5.932, -0.129, 0.530], [5.457, -0.275, 1.830], [4.106, -0.337, 2.097], [3.140, -0.266, 1.067], [1.782, -0.336, 1.269], [1.268, -0.308, 2.590], [1.593, -1.245, 3.572], [1.085, -1.120, 4.853], [0.238, -0.067, 5.181], [-0.140, 0.831, 4.198], [0.349, 0.702, 2.903], [-0.127, 1.732, 1.484], [-1.857, 2.295, 1.868], [-2.491, 3.051, 0.693], [-2.743, 1.091, 2.179], [0.919, 3.246, 1.827], [2.396, 2.851, 1.804], [0.683, 4.434, 0.897], [4.065, -1.552, -4.531], [4.968, -0.815, -3.224], [3.996, 0.190, -4.303], [1.937, -0.971, -3.518], [3.898, -2.477, -1.724], [2.863, -3.165, -2.982], [2.162, -2.554, -1.475], [2.180, 2.567, -1.528], [2.561, 1.663, -4.417], [1.716, 3.080, -3.823], [1.005, 1.475, -3.613], [4.717, 1.825, -3.035], [4.601, 2.471, -1.396], [4.096, 3.452, -2.776], [5.357, 0.168, -1.492], [6.993, -0.096, 0.320], [6.155, -0.342, 2.657], [3.790, -0.439, 3.125], [2.232, -2.081, 3.316], [1.338, -1.861, 5.601], [-0.157, 0.024, 6.185], [-0.843, 1.622, 4.437], [-1.817, 2.957, 2.740], [-2.663, 2.369, -0.141], [-1.894, 3.885, 0.330], [-3.464, 3.446, 0.998], [-2.779, 0.427, 1.309], [-3.762, 1.434, 2.385], [-2.389, 0.495, 3.017], [0.658, 3.548, 2.847], [2.704, 2.512, 0.810], [2.612, 2.046, 2.504], [3.015, 3.711, 2.074], [0.798, 4.155, -0.157], [1.427, 5.209, 1.095], [-0.300, 4.882, 1.029], [-7.385, -4.216, 1.350], [-6.047, -3.860, 1.512], [-5.695, -2.540, 1.803], [-4.370, -2.203, 2.024], [-3.381, -3.172, 1.940], [-3.721, -4.490, 1.664], [-5.044, -4.831, 1.455], [-1.694, -2.731, 2.257], [-0.969, -3.945, 2.525], [-1.728, -1.714, 3.271], [-1.120, -2.016, 0.909], [-1.068, -2.704, -0.241], [-0.382, -2.021, -1.211], [-0.336, -2.531, -2.436], [-0.926, -3.735, -2.745], [-1.560, -4.387, -1.690], [-1.642, -3.905, -0.466], [-7.999, -3.469, 1.071], [-7.546, -5.063, 0.831], [-6.467, -1.783, 1.877], [-4.103, -1.188, 2.281], [-2.939, -5.235, 1.618], [-5.313, -5.863, 1.253], [0.190, -1.945, -3.180], [-0.887, -4.159, -3.738], [-2.030, -5.354, -1.849], [-1.303, 4.165, -3.051], [-1.515, 2.761, -2.600], [-2.515, 1.852, -2.866], [-2.191, 0.691, -2.133], [-1.044, 0.875, -1.482], [-0.666, 2.132, -1.777], [-3.041, -0.530, -1.989], [-2.228, 4.570, -3.455], [-0.542, 4.216, -3.831], [-0.984, 4.800, -2.222], [-3.393, 2.013, -3.472], [0.173, 2.469, -1.330], [-4.087, -0.251, -2.110], [-2.920, -0.979, -1.003], [-2.807, -1.285, -2.741]],
  "forces_ev_per_angstrom": [[0.1697, 0.2746, 0.5702], [-0.0244, -0.0308, 0.0364], [0.0115, -0.0347, 0.0784], [-0.0041, 0.0330, -0.0272], [-0.1347, 0.1051, -0.0348], [-0.0190, -0.0503, -0.0966], [0.0117, 0.0071, 0.0957], [-0.0238, 0.0070, 0.0029], [0.0685, 0.0163, -0.0511], [0.0046, -0.0133, 0.1120], [-0.0423, 0.0062, -0.0474], [0.0130, -0.0048, -0.0043], [-0.0692, -0.0340, 0.0589], [0.2100, 0.0431, 0.0719], [-0.4260, -0.2792, -0.2295], [0.0199, -0.0511, 0.0304], [-0.0464, -0.0004, -0.0191], [-0.0013, 0.0249, 0.0054], [0.0021, -0.0147, -0.0014], [0.0152, -0.0424, 0.0225], [0.0525, 0.0950, -0.0062], [0.0375, -0.1746, -0.1545], [0.0077, -0.0327, -0.0823], [0.0233, 0.0093, 0.0483], [-0.0205, 0.0091, 0.0242], [0.0491, -0.0542, -0.0469], [-0.0099, 0.0587, -0.0175], [0.0051, -0.0307, -0.0307], [-0.0060, 0.0165, 0.0060], [0.0128, 0.0015, 0.0211], [0.0138, 0.0260, -0.0202], [-0.0208, -0.0214, -0.0105], [0.0041, 0.0069, 0.0030], [-0.0002, 0.0148, 0.0125], [0.0103, -0.0240, -0.0024], [-0.0274, -0.0099, 0.0106], [0.0076, -0.0290, 0.0025], [0.0122, -0.0106, 0.0088], [-0.0146, 0.0211, -0.0126], [0.0134, 0.0052, -0.0019], [0.0044, 0.0035, 0.0003], [-0.0040, -0.0177, 0.0109], [0.0148, 0.0132, -0.0532], [-0.0104, 0.0062, 0.0041], [-0.0082, 0.0010, -0.0141], [-0.0116, -0.0042, -0.0357], [-0.0012, -0.0017, 0.0017], [-0.0066, 0.0112, -0.0153], [0.0097, -0.0005, -0.0234], [0.0257, -0.0056, -0.0062], [0.0438, 0.0131, 0.0277], [-0.0120, 0.0247, 0.0432], [-0.0115, 0.0079, -0.0037], [0.0147, -0.0041, 0.0078], [0.0235, -0.0004, 0.0077], [0.0182, -0.0229, -0.0064], [-0.0458, 0.0224, -0.0450], [-0.0197, -0.0073, 0.0333], [-0.0308, 0.0142, 0.0301], [0.0171, 0.0125, 0.0094], [-0.0137, -0.0073, -0.0153], [-0.0040, 0.0053, 0.0393], [-0.0101, -0.0106, 0.0074], [-0.0032, 0.0070, -0.0166], [0.0472, 0.0221, 0.0032], [-0.0096, 0.0012, 0.0096], [0.0180, 0.0077, -0.0003], [-0.0389, -0.0597, -0.0509], [0.0549, -0.0525, 0.0225], [0.0030, 0.0537, 0.0148], [-0.0204, -0.0143, -0.0052], [-0.0067, -0.1480, 0.0559], [-0.0319, -0.0276, -0.0483], [-0.0087, 0.0761, -0.0396], [0.0270, 0.1677, -0.4281], [0.1292, 0.1375, 0.0885], [0.0046, -0.0230, 0.0894], [-0.0340, -0.0129, 0.0346], [0.0034, -0.0401, -0.1059], [-0.0385, -0.0134, 0.1246], [0.0600, 0.0457, 0.0115], [0.0016, -0.0057, 0.0002], [-0.0005, -0.0013, -0.0008], [0.0163, -0.0198, -0.0007], [0.0129, 0.0295, 0.0082], [-0.0188, 0.0258, -0.0009], [0.0067, 0.0223, 0.0049], [0.0004, 0.0034, -0.0016], [0.0068, 0.0315, 0.0159], [0.0070, 0.0187, 0.0054], [0.0449, -0.0171, 0.0101], [-0.0682, -0.0279, -0.0560], [-0.0723, -0.0285, 0.0357], [-0.1536, 0.1026, 0.0015], [-0.1141, -0.0839, -0.0965], [0.1616, -0.0631, -0.0334], [0.1106, -0.0184, -0.0030], [-0.0034, 0.0014, 0.0013], [-0.0017, 0.0075, 0.0127], [-0.0034, -0.0102, -0.0126], [0.0379, -0.0085, 0.0251], [-0.0055, 0.0211, -0.0241], [-0.0093, -0.0095, -0.0027], [0.0049, 0.0184, 0.0109], [0.0164, -0.0067, 0.0109]],
  "largest_force_ev_per_a": 0.66,
  "lumo_ev": [0.320, 0.329],
  "e_homo_ev": [-6.671, -6.119],
  "spin_multiplicity": 2,
  "gap_ev": [6.99, 6.45],
  "s_squared": 0.76
}

Entry 2:
{
  "formula": "C39H53N8Ti",
  "method": "wB97M-V/def2-TZVPD",
  "species": ["Ti", "C", "C", "C", "C", "C", "C", "C", "C", "C", "C", "H", "H", "H", "H", "H", "H", "H", "H", "H", "H", "H", "H", "H", "H", "H", "N", "C", "C", "C", "C", "C", "C", "C", "C", "C", "C", "C", "C", "H", "H", "H", "H", "H", "H", "H", "H", "H", "H", "C", "N", "C", "C", "N", "C", "C", "C", "C", "C", "C", "N", "C", "N", "C", "C", "N", "C", "C", "N", "C", "C", "H", "H", "H", "H", "H", "H", "H", "H", "H", "H", "H", "H", "H", "H", "H", "H", "H", "H", "H", "H", "H", "H", "H", "H", "H", "H", "H", "H", "N", "C"],
  "positions_angstrom": [[-0.616, -1.589, -0.826], [0.762, -3.420, -0.719], [-0.443, -3.744, -0.033], [-1.493, -3.807, -0.997], [-0.945, -3.510, -2.259], [0.445, -3.249, -2.090], [1.438, -2.960, -3.173], [-1.651, -3.595, -3.574], [-2.914, -4.190, -0.722], [-0.569, -4.098, 1.419], [2.143, -3.347, -0.135], [1.885, -3.889, -3.539], [2.249, -2.320, -2.821], [0.972, -2.459, -4.021], [-1.568, -4.609, -3.977], [-1.227, -2.904, -4.303], [-2.710, -3.359, -3.484], [-3.044, -5.274, -0.789], [-3.593, -3.731, -1.440], [-3.232, -3.863, 0.266], [-1.589, -3.946, 1.771], [0.082, -3.489, 2.051], [-0.305, -5.146, 1.585], [2.811, -4.050, -0.638], [2.129, -3.608, 0.921], [2.595, -2.354, -0.229], [0.643, 0.128, -0.569], [1.526, 0.378, -1.669], [2.875, 0.554, -1.383], [3.805, 0.721, -2.394], [3.376, 0.712, -3.712], [2.030, 0.554, -3.992], [1.064, 0.391, -2.994], [-0.374, 0.235, -3.365], [-0.831, 0.898, -4.513], [-2.148, 0.778, -4.924], [-3.033, 0.017, -4.170], [-2.581, -0.615, -3.023], [-1.248, -0.552, -2.594], [1.107, 0.238, 0.339], [-0.126, 0.823, -0.478], [3.184, 0.568, -0.344], [4.851, 0.854, -2.151], [4.085, 0.821, -4.522], [1.713, 0.518, -5.026], [-0.162, 1.532, -5.083], [-2.484, 1.294, -5.815], [-4.072, -0.069, -4.468], [-3.291, -1.182, -2.428], [-0.734, 5.566, 0.152], [-0.128, 4.270, 0.376], [0.847, 4.218, 1.446], [-0.761, 3.120, -0.050], [-0.922, 2.050, 0.662], [-1.055, 2.200, 2.051], [-2.070, 3.010, 2.560], [-2.210, 3.238, 3.919], [-1.315, 2.651, 4.801], [-0.320, 1.822, 4.310], [-0.189, 1.546, 2.947], [0.891, 0.781, 2.462], [1.288, -0.250, 3.146], [2.619, -0.587, 3.121], [3.622, 0.391, 2.763], [3.108, -1.938, 3.298], [0.498, -1.099, 3.893], [-0.924, -1.242, 3.629], [0.892, -1.486, 5.234], [-1.158, 3.096, -1.361], [-2.410, 2.449, -1.723], [-0.528, 3.879, -2.399], [-1.218, 5.926, 1.067], [-1.487, 5.500, -0.629], [0.019, 6.299, -0.150], [0.409, 4.427, 2.428], [1.624, 4.958, 1.241], [1.302, 3.229, 1.476], [-2.764, 3.457, 1.857], [-3.009, 3.871, 4.284], [-1.384, 2.839, 5.865], [0.399, 1.387, 4.996], [3.175, 1.380, 2.752], [4.049, 0.184, 1.776], [4.439, 0.363, 3.489], [3.626, -2.066, 4.254], [3.814, -2.176, 2.500], [2.282, -2.644, 3.253], [-1.162, -0.961, 2.607], [-1.529, -0.629, 4.302], [-1.197, -2.290, 3.770], [1.901, -1.145, 5.454], [0.851, -2.571, 5.364], [0.211, -1.031, 5.962], [-2.659, 1.687, -0.991], [-2.310, 1.973, -2.697], [-3.220, 3.187, -1.777], [-1.201, 4.649, -2.794], [-0.248, 3.224, -3.229], [0.367, 4.361, -2.015], [-3.295, -0.986, 1.012], [-2.347, -1.172, 0.374]],
  "forces_ev_per_angstrom": [[-0.0669, -0.2225, -0.4179], [-0.0038, -0.0305, 0.0610], [0.0571, -0.1615, -0.0816], [0.0168, -0.0609, 0.1183], [0.1284, -0.0208, -0.0631], [-0.0410, -0.0545, 0.0620], [-0.0137, 0.0402, -0.0269], [-0.0189, 0.0238, -0.0101], [-0.0233, 0.0232, -0.0060], [-0.0205, 0.1023, 0.0333], [0.0478, 0.0586, 0.0036], [-0.0015, 0.0010, -0.0090], [0.0034, -0.0104, 0.0102], [-0.0094, 0.0046, 0.0083], [0.0046, 0.0029, -0.0072], [0.0026, 0.0013, 0.0047], [-0.0049, -0.0102, 0.0115], [0.0050, -0.0013, 0.0055], [0.0070, -0.0022, -0.0065], [0.0044, -0.0054, 0.0015], [-0.0003, 0.0002, -0.0099], [0.0274, -0.0037, -0.0165], [-0.0072, -0.0014, 0.0097], [-0.0065, -0.0045, 0.0073], [0.0061, 0.0017, 0.0732], [-0.0063, -0.0070, -0.0187], [-0.1273, 0.1397, 0.0692], [-0.0264, -0.0951, 0.1057], [0.0022, -0.0163, -0.0417], [-0.0043, -0.0008, 0.0269], [0.0135, -0.0004, -0.0064], [-0.0299, -0.0063, -0.0207], [0.0440, 0.0256, -0.0271], [0.0488, 0.0101, 0.0366], [-0.0319, -0.0361, -0.0232], [-0.0103, -0.0183, -0.0251], [0.0045, -0.0298, -0.0057], [0.0086, -0.0720, 0.0190], [0.1073, 0.0234, -0.1360], [0.0624, 0.0208, -0.0390], [0.0862, 0.0712, 0.0066], [0.0182, -0.0145, 0.0246], [0.0044, -0.0006, -0.0111], [0.0039, 0.0022, 0.0029], [-0.0061, 0.0052, -0.0007], [0.0174, -0.0098, 0.0040], [-0.0046, 0.0003, 0.0017], [0.0014, 0.0101, -0.0094], [-0.0073, -0.0053, -0.0136], [0.0033, -0.0012, -0.0079], [-0.0169, 0.0009, -0.0237], [0.0290, -0.0040, 0.0039], [0.0665, 0.0190, -0.1251], [-0.1209, 0.1289, 0.1625], [0.0953, -0.0661, 0.0641], [0.0221, -0.0053, 0.0063], [-0.0199, 0.0048, -0.0042], [0.0070, 0.0026, 0.0138], [-0.0103, -0.0807, 0.0066], [-0.0333, -0.0268, -0.0488], [-0.0788, 0.0039, -0.0154], [0.0977, -0.0508, 0.0528], [-0.0575, -0.0066, -0.0187], [0.0238, 0.0090, 0.0075], [-0.0189, -0.0019, -0.0210], [-0.0016, 0.0794, -0.0162], [0.0318, 0.0456, 0.0171], [-0.0026, -0.0265, 0.0088], [-0.0559, 0.0630, 0.0678], [0.0156, -0.0528, -0.0626], [0.0034, 0.0504, -0.0108], [0.0085, 0.0009, 0.0023], [-0.0111, 0.0054, 0.0074], [-0.0008, -0.0053, -0.0042], [0.0032, 0.0120, -0.0048], [-0.0050, 0.0100, 0.0026], [0.0089, 0.0159, -0.0017], [0.0106, 0.0041, -0.0049], [0.0048, 0.0047, 0.0008], [-0.0119, -0.0045, 0.0000], [-0.0028, -0.0006, 0.0098], [-0.0006, -0.0070, -0.0061], [-0.0125, 0.0117, -0.0202], [-0.0008, -0.0011, 0.0014], [0.0075, 0.0006, -0.0095], [-0.0006, -0.0205, -0.0416], [-0.0131, -0.0130, 0.0064], [0.0112, 0.0280, -0.0016], [-0.0032, 0.0348, -0.0105], [-0.0162, 0.0274, 0.0110], [-0.0036, 0.0070, -0.0021], [-0.0044, -0.0004, 0.0011], [0.0016, 0.0022, -0.0046], [-0.0167, 0.0285, 0.0163], [-0.0131, 0.1066, 0.1181], [0.0027, 0.0137, -0.0062], [-0.0005, 0.0107, 0.0156], [-0.0204, 0.0225, 0.0242], [0.0225, -0.0244, -0.0015], [-0.0066, 0.0079, 0.0075], [-0.1774, -0.0290, 0.1643]],
  "largest_force_ev_per_a": 0.48,
  "lumo_ev": [0.485, 0.488],
  "e_homo_ev": [-7.162, -7.390],
  "spin_multiplicity": 2,
  "gap_ev": [7.65, 7.88],
  "s_squared": 0.75
}